C20H35F9NO18PS4 | the ωB97M-V functional and the def2-TZVPD basis

SMILES: CCO[PH2](CCCCNC(C)=O)C(F)(F)C(F)(F)C(F)(F)C(F)(F)F.O=S1(=O)OCCO1.O=S1(=O)OCCO1.O=S1(=O)OCCO1.O=S1(=O)OCCO1
LUMO level (eV): -0.140
Gap between HOMO and LUMO (hartree): 0.329
HOMO level (Eh): -0.33413

Cartesian coordinates (Å):
C -3.541 -3.436 0.820
C -1.959 -3.217 0.433
O -1.737 -2.723 -0.934
P -1.507 -0.967 -0.942
C 0.351 -1.240 -0.593
C 1.367 -0.653 -1.740
C 2.868 -1.330 -1.738
C 3.610 -1.208 -0.260
N 3.950 0.210 0.143
C 2.997 0.778 1.172
C 2.487 0.046 2.547
O 2.538 2.041 0.960
C -1.385 0.940 -0.843
F -0.266 1.437 0.002
F -2.646 1.395 -0.143
C -1.455 1.688 -2.337
F -0.836 0.886 -3.420
F -2.930 1.736 -2.659
C -0.734 3.160 -2.351
F 0.767 3.029 -2.243
F -1.191 3.985 -1.171
C -1.008 4.060 -3.694
F -0.232 3.572 -4.894
F -0.425 5.423 -3.403
F -2.437 4.297 -4.012
H -4.024 -4.161 0.028
H -3.645 -3.958 1.888
H -4.118 -2.403 0.923
H -1.457 -2.578 1.279
H -1.436 -4.289 0.487
H -2.398 -0.915 0.225
H -2.153 -0.958 -2.229
H 0.517 -2.423 -0.581
H 0.705 -0.881 0.486
H 1.529 0.518 -1.622
H 0.870 -0.927 -2.791
H 3.536 -0.678 -2.480
H 2.902 -2.427 -2.164
H 2.955 -1.801 0.509
H 4.640 -1.790 -0.359
H 3.924 0.857 -0.702
H 2.669 0.662 3.533
H 1.305 -0.070 2.446
H 2.927 -1.058 2.639
O -4.191 0.556 -8.298
S -3.621 1.835 -8.658
O -3.319 2.207 -10.021
O -2.290 2.074 -7.747
C -2.442 3.272 -6.989
C -3.944 3.432 -6.774
O -4.543 3.007 -7.996
H -2.037 4.102 -7.578
H -1.895 3.198 -6.044
H -4.225 4.463 -6.545
H -4.301 2.773 -5.976
O -4.676 -1.339 2.567
S -6.046 -1.768 2.734
O -6.424 -3.153 2.890
O -6.932 -1.121 1.528
C -7.973 -0.317 2.082
C -7.435 0.183 3.419
O -6.701 -0.913 3.960
H -8.854 -0.951 2.223
H -8.222 0.504 1.404
H -8.232 0.487 4.102
H -6.740 1.018 3.278
O 2.958 -0.256 5.811
S 2.009 0.144 6.825
O 1.406 -0.787 7.751
O 0.823 0.998 6.103
C 0.754 2.300 6.682
C 2.168 2.606 7.168
O 2.662 1.371 7.679
H 0.049 2.263 7.519
H 0.404 3.028 5.945
H 2.185 3.378 7.941
H 2.813 2.910 6.336
O 6.213 -2.887 -0.843
S 6.755 -3.064 0.486
O 5.939 -3.042 1.678
O 7.983 -2.010 0.679
C 9.181 -2.725 0.979
C 9.018 -4.090 0.316
O 7.645 -4.430 0.495
H 9.256 -2.821 2.067
H 10.053 -2.183 0.602
H 9.665 -4.849 0.762
H 9.214 -4.031 -0.760

---

C20H35FeN10PS | the ωB97M-V functional and the def2-TZVPD basis

Net charge: +3
LUMO level (spin up / spin down) (eV): -11.158 / -9.640
Spin multiplicity: 2
Expectation value of S²: 1.1442
Gap between HOMO and LUMO (spin up / spin down) (hartree): 0.250 / 0.304
HOMO level (spin up / spin down) (Eh): -0.65978 / -0.65869

Cartesian coordinates (Å):
Fe -0.368 0.652 -0.365
N 2.400 1.066 -2.357
C 2.653 1.060 -1.043
N 3.910 1.130 -0.668
C 4.150 1.187 0.647
N 5.394 1.206 1.070
N 3.162 1.248 1.597
C 1.958 1.154 1.141
N 1.596 0.990 -0.165
C 0.824 1.259 2.092
C 1.005 1.488 3.440
C -0.118 1.617 4.249
C -1.376 1.515 3.674
C -1.481 1.273 2.316
N -0.399 1.151 1.535
H 3.184 1.157 -2.987
H 1.472 1.076 -2.737
H 6.153 1.186 0.406
H 5.595 1.278 2.055
H 2.010 1.565 3.830
H -0.010 1.794 5.311
H -2.275 1.611 4.267
H -2.443 1.154 1.838
C -1.714 5.909 -0.764
C -2.443 4.622 -0.812
N -3.725 4.462 -0.871
N -3.928 3.114 -0.896
C -2.803 2.424 -0.859
S -2.563 0.725 -0.949
N -1.839 3.365 -0.794
N -0.489 3.001 -0.780
H -2.440 6.717 -0.817
H -1.027 6.005 -1.607
H -1.151 6.010 0.166
H -4.871 2.755 -0.973
H -0.027 3.462 0.001
H -0.050 3.327 -1.640
C -1.399 -4.363 -0.906
C -1.713 -3.004 -0.247
C -3.044 -2.469 -0.770
P -0.244 -1.899 -0.347
C 0.851 -2.250 1.083
C 1.552 -3.617 1.021
C 0.072 -2.135 2.401
C 0.644 -1.898 -1.954
C -0.175 -1.086 -2.964
C 1.086 -3.238 -2.560
H -2.119 -5.084 -0.517
H -0.404 -4.748 -0.699
H -1.542 -4.308 -1.983
H -1.807 -3.152 0.833
H -3.019 -2.286 -1.844
H -3.374 -1.570 -0.254
H -3.801 -3.233 -0.590
H 1.618 -1.471 1.027
H 0.834 -4.434 1.068
H 2.191 -3.701 1.901
H 2.182 -3.742 0.144
H -0.506 -3.041 2.584
H -0.613 -1.290 2.436
H 0.780 -2.040 3.224
H 1.553 -1.346 -1.710
H -1.087 -1.608 -3.254
H 0.412 -0.927 -3.869
H -0.494 -0.098 -2.588
H 0.247 -3.837 -2.896
H 1.694 -3.830 -1.883
H 1.699 -3.012 -3.435

---

C20H35N3O9S2 | the ωB97M-V functional and the def2-TZVPD basis

SMILES: CCCOCc1cc(C)c(N)c2ncc(COO)nc12.CCOS(C)(=O)=O.CCOS(C)(=O)=O
LUMO level (eV): -0.899
Gap between HOMO and LUMO (hartree): 0.255
HOMO level (Eh): -0.28781

Cartesian coordinates (Å):
C 7.694 0.065 -0.759
C 6.160 -0.141 -1.206
C 5.117 0.776 -0.354
O 3.791 0.202 -0.485
C 2.870 0.728 0.501
C 1.677 1.613 -0.156
C 1.922 3.160 -0.223
C 0.826 4.144 -0.828
C 1.045 5.742 -0.874
C -0.472 3.456 -1.350
N -1.555 4.289 -1.947
C -0.725 1.893 -1.285
N -1.965 1.412 -1.829
C -2.116 -0.001 -1.705
C -1.028 -0.898 -1.051
C -1.360 -2.485 -0.935
O -2.567 -2.868 -1.645
O -3.582 -2.953 -0.728
N 0.240 -0.490 -0.535
C 0.335 0.939 -0.681
H 8.212 -0.967 -0.784
H 7.813 0.476 0.306
H 8.302 0.734 -1.469
H 6.104 0.095 -2.329
H 5.917 -1.254 -1.062
H 5.104 1.800 -0.900
H 5.470 0.923 0.724
H 2.380 -0.184 1.020
H 3.400 1.364 1.291
H 2.907 3.572 0.186
H 0.633 6.180 0.115
H 2.154 6.039 -0.907
H 0.465 6.256 -1.714
H -1.918 3.805 -2.797
H -1.175 5.177 -2.305
H -3.091 -0.456 -2.112
H -1.472 -2.814 0.162
H -0.497 -3.098 -1.409
H -3.926 -2.037 -0.548
C 0.926 2.055 5.588
C 0.259 2.993 4.599
O 0.447 4.360 4.964
S 1.870 5.056 4.639
C 1.363 6.731 4.914
O 2.166 4.885 3.241
O 2.811 4.690 5.666
H 2.013 2.142 5.539
H 0.659 1.017 5.375
H 0.628 2.296 6.612
H 0.613 2.810 3.580
H -0.819 2.810 4.603
H 0.607 6.996 4.175
H 2.239 7.369 4.800
H 0.966 6.818 5.925
C -3.600 -5.702 -2.784
C -4.901 -5.889 -2.028
O -5.829 -6.684 -2.768
S -5.629 -8.289 -2.785
C -7.217 -8.700 -3.454
O -5.562 -8.766 -1.428
O -4.623 -8.620 -3.759
H -3.055 -6.646 -2.866
H -2.957 -4.984 -2.272
H -3.789 -5.349 -3.801
H -4.726 -6.318 -1.038
H -5.370 -4.913 -1.878
H -7.987 -8.397 -2.745
H -7.248 -9.779 -3.605
H -7.341 -8.187 -4.407

---

C20H35N5 | the ωB97M-V functional and the def2-TZVPD basis

SMILES: CCCC#N.CCCC#N.CCCC#N.CCCC#N.CCCC#N
LUMO level (eV): -0.347
Gap between HOMO and LUMO (hartree): 0.387
HOMO level (Eh): -0.39949

Cartesian coordinates (Å):
C -0.995 -0.510 -1.652
C 0.124 -0.742 -0.566
C 0.361 0.534 0.244
C -0.296 0.353 1.552
N -0.830 0.199 2.584
H -0.534 0.186 -2.353
H -1.843 0.051 -1.259
H -1.373 -1.405 -2.146
H 1.099 -1.029 -0.958
H -0.034 -1.617 0.065
H -0.039 1.432 -0.226
H 1.417 0.476 0.508
C 0.860 2.313 2.278
C 0.979 2.962 0.884
C 0.285 4.282 0.773
C 0.712 5.400 1.699
N 0.979 6.258 2.472
H 1.834 2.374 2.762
H 0.656 1.247 2.172
H 0.104 2.866 2.836
H 0.583 2.340 0.081
H 2.024 3.164 0.651
H -0.793 4.183 0.898
H 0.361 4.677 -0.240
C 1.235 -0.824 -5.507
C 1.200 -0.640 -3.997
C 0.482 -1.799 -3.199
C 0.236 -3.066 -3.886
N 0.030 -4.071 -4.389
H 1.902 -1.623 -5.832
H 1.765 0.023 -5.942
H 0.228 -1.018 -5.876
H 0.751 0.281 -3.625
H 2.158 -0.794 -3.501
H -0.548 -1.499 -3.009
H 0.867 -1.855 -2.181
C -3.879 -0.141 1.515
C -2.973 0.947 0.908
C -2.422 1.834 2.018
C -3.333 2.815 2.611
N -4.137 3.627 2.997
H -4.871 0.227 1.775
H -3.344 -0.608 2.342
H -3.933 -0.952 0.789
H -3.599 1.551 0.251
H -2.210 0.518 0.258
H -1.487 2.348 1.797
H -2.202 1.160 2.845
C 2.490 -4.043 0.773
C 2.397 -2.592 1.028
C 1.071 -2.195 1.815
C 0.994 -2.864 3.077
N 0.921 -3.433 4.084
H 1.740 -4.387 0.061
H 2.493 -4.535 1.746
H 3.385 -4.399 0.264
H 2.474 -2.033 0.096
H 3.301 -2.342 1.583
H 0.147 -2.499 1.325
H 1.029 -1.111 1.927

---

What did the fourth record say?
C20H35N5 | the ωB97M-V functional and the def2-TZVPD basis

SMILES: CCCC#N.CCCC#N.CCCC#N.CCCC#N.CCCC#N
LUMO level (eV): -0.347
Gap between HOMO and LUMO (hartree): 0.387
HOMO level (Eh): -0.39949

Cartesian coordinates (Å):
C -0.995 -0.510 -1.652
C 0.124 -0.742 -0.566
C 0.361 0.534 0.244
C -0.296 0.353 1.552
N -0.830 0.199 2.584
H -0.534 0.186 -2.353
H -1.843 0.051 -1.259
H -1.373 -1.405 -2.146
H 1.099 -1.029 -0.958
H -0.034 -1.617 0.065
H -0.039 1.432 -0.226
H 1.417 0.476 0.508
C 0.860 2.313 2.278
C 0.979 2.962 0.884
C 0.285 4.282 0.773
C 0.712 5.400 1.699
N 0.979 6.258 2.472
H 1.834 2.374 2.762
H 0.656 1.247 2.172
H 0.104 2.866 2.836
H 0.583 2.340 0.081
H 2.024 3.164 0.651
H -0.793 4.183 0.898
H 0.361 4.677 -0.240
C 1.235 -0.824 -5.507
C 1.200 -0.640 -3.997
C 0.482 -1.799 -3.199
C 0.236 -3.066 -3.886
N 0.030 -4.071 -4.389
H 1.902 -1.623 -5.832
H 1.765 0.023 -5.942
H 0.228 -1.018 -5.876
H 0.751 0.281 -3.625
H 2.158 -0.794 -3.501
H -0.548 -1.499 -3.009
H 0.867 -1.855 -2.181
C -3.879 -0.141 1.515
C -2.973 0.947 0.908
C -2.422 1.834 2.018
C -3.333 2.815 2.611
N -4.137 3.627 2.997
H -4.871 0.227 1.775
H -3.344 -0.608 2.342
H -3.933 -0.952 0.789
H -3.599 1.551 0.251
H -2.210 0.518 0.258
H -1.487 2.348 1.797
H -2.202 1.160 2.845
C 2.490 -4.043 0.773
C 2.397 -2.592 1.028
C 1.071 -2.195 1.815
C 0.994 -2.864 3.077
N 0.921 -3.433 4.084
H 1.740 -4.387 0.061
H 2.493 -4.535 1.746
H 3.385 -4.399 0.264
H 2.474 -2.033 0.096
H 3.301 -2.342 1.583
H 0.147 -2.499 1.325
H 1.029 -1.111 1.927